Here is a molecular structure, C16H25BClN9O2Os from the OMol25 dataset. Energies are from the ωB97M-V functional and the def2-TZVPD basis.

Gap between HOMO and LUMO (spin up / spin down)   0.3770 / 0.2449 hartree
E_HOMO (spin up / spin down)   -15.384 / -15.395 eV
Max |F|   0.13 eV/Å
Energy relative to the best compared isomer or geometry (same formula, charge and spin)   0.00 kJ/mol

ORCA input file:
```
! wB97M-V def2-TZVPD RIJCOSX def2/J DEFGRID3
* xyz 2 5
Os 0.33 -0.88 -0.37
C -3.62 0.28 0.67
C -2.53 0.35 -0.17
N -1.53 -0.40 0.33
N -1.98 -0.97 1.49
C -3.23 -0.57 1.70
B -1.13 -2.04 2.24
N 0.21 -1.41 2.67
C 0.81 -1.40 3.87
C 2.08 -0.86 3.73
C 2.19 -0.56 2.38
N 1.06 -0.89 1.74
N -0.83 -3.14 1.19
C -1.02 -4.46 1.24
C -0.47 -5.04 0.09
C 0.06 -3.98 -0.62
N -0.16 -2.84 0.05
H -4.58 0.75 0.55
H -2.41 0.87 -1.10
H -3.77 -0.91 2.57
H -1.73 -2.47 3.17
H 0.30 -1.78 4.74
H 2.81 -0.71 4.50
H 3.01 -0.12 1.84
H -1.52 -4.92 2.08
H -0.46 -6.08 -0.17
H 0.59 -3.97 -1.56
C -1.54 3.59 0.29
N -0.42 2.66 0.22
C 0.11 2.23 1.51
C 0.07 2.21 -0.94
N 0.67 0.98 -1.01
N -0.01 2.94 -2.05
C 0.07 4.41 -2.02
C 0.14 2.34 -3.38
H -2.24 3.22 1.04
H -2.05 3.65 -0.67
H -1.22 4.59 0.59
H 0.19 3.10 2.16
H 1.09 1.79 1.39
H -0.56 1.50 1.99
H 1.34 0.93 -1.79
H 0.36 4.76 -1.04
H -0.88 4.86 -2.31
H 0.83 4.72 -2.74
H 1.19 2.32 -3.69
H -0.42 2.95 -4.08
H -0.26 1.33 -3.39
Cl 2.46 -3.54 -3.56
C 3.48 -2.23 -2.92
C 2.58 -1.14 -2.40
O 2.46 -0.05 -2.90
O 1.89 -1.50 -1.29
H 4.09 -1.84 -3.72
H 4.10 -2.63 -2.12
*
```